Computed, not measured: an isolated molecule of C6H6 in a non-equilibrium geometry, with ωB97M-V with the def2-TZVPD basis set.

Computed properties:
E_tot   -231.9604 a.u.
HOMO energy   -0.3534 Eh
Orbital gap   9.52 eV
ΔE to the lowest compared entry with this formula, charge and spin   166.9 kcal/mol

Geometry as ORCA input:
```
! RIJCOSX wB97M-V def2-TZVPD def2/J DEFGRID3
* xyz 0 1
C 1.00454 -1.05727 0.15813
C -0.37258 1.37879 2.25630
C -0.16612 -1.46841 0.61169
C 0.11474 0.92147 1.16345
C -0.11800 -0.07161 0.12174
C -0.56423 0.42391 -1.23100
H 2.02064 -1.09339 -0.15653
H -0.85968 -2.14887 1.11958
H 0.94977 1.55065 0.76472
H -0.24660 1.41122 -1.45672
H -1.55793 0.46931 -1.31737
H -0.20455 -0.31578 -2.03400
*
```

Computed, not measured: a structure of composition C2CoF3NO3S2 in a non-equilibrium geometry, with ωB97M-V with the def2-TZVPD basis set.

Computed properties:
E_tot   -2835.4321 a.u.
HOMO energy (alpha / beta)   -0.0928 / -0.1419 Eh
Orbital gap (alpha / beta)   5.65 / 6.88 eV
Expectation value of S²   6.01

Geometry as ORCA input:
```
! RIJCOSX wB97M-V def2-TZVPD def2/J DEFGRID3
* xyz -1 5
N 0.50674 1.22437 1.34946
S 0.25842 2.59960 0.26598
S 0.65025 -0.17736 0.67296
C 2.19632 -0.14893 -0.48540
F 1.97673 0.24841 -1.73579
F 3.14644 0.62342 0.03714
F 2.67525 -1.40090 -0.53883
O -2.55761 -2.22115 0.84942
C -2.70201 -1.34581 0.09249
O -3.18810 -0.42096 -0.44660
O -0.40628 -0.36594 -0.51741
Co -0.99548 1.28648 -1.36502
*
```

Computed, not measured: an isolated molecule of C18H22N2O3S, with ωB97M-V with the def2-TZVPD basis set.

Computed properties:
E_tot   -1432.5799 a.u.
HOMO energy   -0.3138 Eh
Orbital gap   9.09 eV
ΔE to the lowest compared entry with this formula, charge and spin   2.7 kcal/mol
SMILES   Cc1nc(SCc2ccccc2)[nH]c(=O)c1CC(=O)OCC(C)C

Geometry as ORCA input:
```
! RIJCOSX wB97M-V def2-TZVPD def2/J DEFGRID3
* xyz 0 1
C 0.92012 -0.47371 2.51339
C 1.03536 -1.28349 1.26495
N 2.28453 -1.32831 0.72661
C 2.46268 -2.00262 -0.35665
S 4.03887 -2.04915 -1.10723
C 4.93557 -0.84875 -0.05899
C 4.35778 0.52697 -0.16083
C 4.16201 1.12079 -1.40125
C 3.61737 2.38854 -1.49159
C 3.26401 3.07554 -0.34241
C 3.46332 2.49175 0.89679
C 4.00697 1.22299 0.98748
N 1.48340 -2.70037 -0.97361
C 0.16646 -2.73813 -0.49196
O -0.66569 -3.40366 -1.07072
C -0.02223 -1.94557 0.70506
C -1.42242 -1.88800 1.25273
C -2.03150 -0.56014 0.83713
O -2.00581 0.44038 1.50959
O -2.54808 -0.64276 -0.38170
C -3.14389 0.52088 -0.95109
C -4.65996 0.34731 -1.08371
C -5.31051 0.23448 0.29226
C -5.23901 1.52380 -1.86416
H 0.71214 -1.12468 3.36213
H 1.85335 0.05169 2.68748
H 0.10598 0.24175 2.43021
H 4.89611 -1.22510 0.96143
H 5.95993 -0.88606 -0.43370
H 4.42957 0.57954 -2.29806
H 3.46578 2.83961 -2.46115
H 2.83253 4.06285 -0.41303
H 3.18852 3.02382 1.79548
H 4.16216 0.76664 1.95368
H 1.67745 -3.22777 -1.81739
H -1.42425 -1.95619 2.34022
H -1.99492 -2.69995 0.80339
H -2.90973 1.38546 -0.32087
H -2.68756 0.64913 -1.93689
H -4.84131 -0.57892 -1.63877
H -6.38616 0.11066 0.19272
H -4.91697 -0.62264 0.83404
H -5.11572 1.12992 0.87887
H -4.79099 1.59102 -2.85276
H -5.05235 2.45644 -1.33622
H -6.31292 1.40403 -1.98091
*
```